Density functional theory data (ωB97M-V/def2-TZVPD) for C3H5N3 in the gas phase.

Computed properties:
- HOMO level (eV) = -8.739
- frontier orbital gap (eV) = 9.68
- structure (SMILES) = [H]/N=C1\CN=CN1
- strongest force on any atom (eV/A) = 7.33
- total energy (Eh) = -281.5378
- ΔE to the lowest compared entry with this formula, charge and spin (kcal/mol) = 32.8

```
11
C3H5N3 | OMol25 | ωB97M-V/def2-TZVPD
N -1.25 1.63 0.11
C -0.41 0.77 0.15
C -0.66 -1.02 0.00
N 0.65 -1.49 -0.10
C 1.46 -0.49 -0.14
N 0.92 0.76 -0.03
H -2.21 1.44 0.28
H -1.18 -1.52 0.80
H -1.31 -1.08 -0.85
H 2.53 -0.60 -0.20
H 1.45 1.62 -0.02
```

Atomic partial charges in e from the natural (NBO) method, atoms 1 to 2:
1 N -0.7143
2 C 0.4640